1.
{
  "formula": "C35H32N4OOsP2",
  "method": "wB97M-V/def2-TZVPD",
  "species": ["Os", "P", "P", "O", "N", "N", "N", "N", "C", "C", "C", "C", "C", "C", "C", "C", "C", "C", "C", "C", "C", "C", "C", "C", "C", "C", "C", "C", "C", "C", "C", "C", "C", "C", "C", "C", "C", "C", "C", "C", "C", "C", "C", "H", "H", "H", "H", "H", "H", "H", "H", "H", "H", "H", "H", "H", "H", "H", "H", "H", "H", "H", "H", "H", "H", "H", "H", "H", "H", "H", "H", "H", "H", "H", "H"],
  "positions_angstrom": [[-0.1503, 0.1289, 0.0858], [2.2789, 0.2665, -0.1898], [-2.3763, 0.2077, -0.9725], [-0.3390, -2.6780, 0.4194], [-0.3915, 0.5038, 2.5921], [-0.8908, 0.6585, 6.7150], [0.0179, 1.8569, -0.9964], [-0.2570, -1.5319, 0.4787], [-4.6368, 0.6323, 0.6401], [-0.7232, 0.6198, 5.4005], [1.1940, 2.5042, -1.2882], [-1.3753, -3.2721, -3.7831], [-0.7505, 1.6434, 3.2065], [-4.1390, 0.0877, -0.5433], [4.9299, 0.3168, 3.5448], [2.9365, 0.9521, 2.3767], [-2.2530, -3.4513, -2.7200], [-6.3799, -0.3362, -1.2940], [4.5141, -0.5624, 1.3350], [-6.8790, 0.2009, -0.1151], [4.3306, -2.2082, -3.4669], [-6.0071, 0.6966, 0.8497], [0.9641, 3.5105, -2.2611], [3.2662, -0.1517, -2.7968], [3.3315, 0.1726, 1.2800], [4.0134, -2.7829, -2.2422], [2.4327, 2.0724, -0.6259], [-0.8291, -2.0174, -4.0437], [-2.3031, 1.8505, -1.8468], [-0.9116, 1.7570, 4.5690], [-0.3726, 3.4490, -2.5875], [3.7399, 1.0380, 3.4947], [5.3064, -0.4763, 2.4679], [-1.1319, -0.9432, -3.2270], [-0.1756, -0.5717, 3.3719], [3.9567, -0.8965, -3.7406], [-0.9336, 2.3920, -1.8198], [3.3227, -2.0511, -1.2925], [-0.3231, -0.5699, 4.7357], [-5.0141, -0.4159, -1.5143], [-2.5565, -2.3881, -1.8926], [-2.0195, -1.1183, -2.1592], [2.9950, -0.7073, -1.5434], [-7.9455, 0.2136, 0.0679], [-0.1673, -1.8849, -4.8854], [3.3257, 2.2810, -1.2240], [4.2873, -3.8058, -2.0343], [2.5699, 2.6098, 0.3259], [-1.1687, 1.5055, 7.1974], [-0.7575, -0.1689, 7.2870], [6.2388, -1.0213, 2.4976], [-0.1319, -1.4705, 5.2988], [3.4419, 1.6591, 4.3250], [-3.9544, 0.9943, 1.3964], [5.5631, 0.3697, 4.4187], [1.6897, 4.1978, -2.6520], [3.0379, -2.5243, -0.3624], [-1.1003, -4.1144, -4.4018], [-2.6888, 1.7636, -2.8730], [0.1527, -1.4771, 2.8827], [-4.6384, -0.8121, -2.4472], [-1.1954, 2.7033, 5.0050], [-0.9059, 4.0760, -3.2766], [-7.0592, -0.6798, -2.0643], [-2.6779, -4.4236, -2.5248], [-6.3930, 1.1048, 1.7717], [-0.9109, 2.5128, 2.5818], [4.2272, -0.4442, -4.6846], [-2.9834, 2.5385, -1.3190], [-0.7105, 0.0312, -3.4361], [2.9835, 0.8623, -3.0373], [4.8361, -1.1513, 0.4879], [1.9963, 1.4907, 2.3483], [4.8408, -2.7902, -4.2229], [-3.2135, -2.5310, -1.0457]],
  "forces_ev_per_a": [[-0.2, 3.1, 0.9], [1.4, 0.2, -0.9], [-0.7, -0.1, -1.6], [0.1, 1.8, 0.5], [-0.1, 0.1, 0.4], [0.1, 0.0, -0.6], [0.0, 0.1, -0.2], [-0.3, -5.3, -0.4], [0.0, 0.0, 0.0], [0.1, 0.0, -0.2], [0.2, 0.3, -0.1], [0.1, 0.2, 0.0], [-0.1, 0.3, -0.1], [0.4, -0.2, 0.4], [0.0, -0.1, -0.1], [0.0, -0.1, 0.0], [0.2, 0.0, 0.0], [-0.1, 0.0, -0.2], [-0.1, 0.1, -0.2], [0.1, 0.0, 0.2], [-0.1, 0.1, 0.0], [0.2, -0.2, 0.0], [-0.6, 0.0, -0.1], [0.2, 0.1, 0.2], [-0.6, -0.2, 0.1], [-0.2, 0.0, -0.1], [-0.2, -0.2, 0.1], [0.0, -0.3, 0.0], [0.2, -0.2, 0.3], [-0.2, 0.4, 0.2], [0.6, 0.0, 0.2], [0.0, -0.1, 0.0], [0.1, 0.0, 0.1], [-0.2, 0.1, 0.2], [0.2, -0.2, -0.1], [0.0, -0.1, 0.0], [-0.3, 0.2, -0.2], [-0.1, 0.2, 0.0], [0.0, -0.4, 0.2], [0.2, 0.2, -0.1], [0.1, 0.3, 0.1], [0.0, 0.0, 0.3], [-0.4, -0.2, 0.3], [0.0, 0.1, -0.1], [0.1, 0.0, -0.1], [-0.1, -0.1, 0.1], [0.0, -0.1, 0.0], [-0.1, -0.1, -0.1], [-0.1, 0.2, 0.1], [0.0, -0.1, 0.2], [0.0, 0.0, 0.0], [0.0, -0.2, 0.0], [0.0, 0.1, 0.1], [0.0, 0.1, 0.1], [0.0, 0.0, 0.0], [0.2, 0.1, -0.1], [0.1, 0.0, 0.1], [-0.1, 0.0, -0.1], [0.0, 0.0, 0.2], [0.0, 0.0, 0.1], [-0.1, -0.1, 0.0], [0.0, 0.2, 0.0], [-0.1, 0.1, -0.2], [0.0, -0.1, 0.1], [-0.1, -0.1, 0.0], [0.0, 0.1, 0.0], [0.0, 0.0, 0.0], [-0.1, 0.0, -0.1], [0.0, -0.1, -0.1], [0.1, 0.1, -0.1], [0.0, 0.2, 0.0], [0.1, 0.0, 0.1], [0.0, 0.2, 0.0], [0.1, 0.0, 0.1], [-0.1, -0.1, 0.0]],
  "mulliken_spin": [1.77, 0.15, 0.11, -0.16, 0.32, 0.48, -0.06, -0.14, 0.03, 0.10, 0.34, 0.02, -0.08, 0.00, 0.02, 0.03, 0.00, 0.00, 0.01, 0.01, 0.00, 0.00, 0.05, 0.01, -0.01, 0.00, 0.07, 0.00, 0.06, 0.19, 0.08, -0.01, 0.01, -0.01, -0.08, 0.00, 0.34, 0.00, 0.20, 0.00, 0.01, 0.04, 0.01, 0.00, 0.00, 0.01, 0.00, 0.04, -0.02, -0.02, 0.00, 0.00, 0.00, 0.01, 0.00, 0.00, 0.00, 0.00, 0.01, 0.01, 0.00, 0.00, 0.00, 0.00, 0.00, 0.00, 0.00, 0.00, 0.04, 0.01, 0.01, 0.00, 0.00, 0.00, 0.00],
  "s_squared": 6.1317,
  "e_above_lowest_kj_mol": 64.8,
  "spin_multiplicity": 5,
  "e_homo_ha": [-0.692, -0.692],
  "charge": 4,
  "energy_ha": -2419.01164
}

2.
{
  "formula": "C35H33AsN5O4Pt",
  "method": "wB97M-V/def2-TZVPD",
  "species": ["Pt", "As", "O", "O", "O", "O", "N", "N", "N", "N", "N", "C", "C", "C", "C", "C", "C", "C", "C", "C", "C", "C", "C", "C", "C", "C", "C", "C", "C", "C", "C", "C", "C", "C", "C", "C", "C", "C", "C", "C", "C", "C", "C", "C", "C", "C", "H", "H", "H", "H", "H", "H", "H", "H", "H", "H", "H", "H", "H", "H", "H", "H", "H", "H", "H", "H", "H", "H", "H", "H", "H", "H", "H", "H", "H", "H", "H", "H", "H"],
  "positions_angstrom": [[-0.0655, 0.0942, 0.5974], [-1.3231, -0.0898, -1.3032], [-2.8726, 2.6135, 1.8629], [-1.6258, 0.8816, 1.6161], [-1.2121, 2.7056, 0.4790], [0.9954, -0.3965, 2.4642], [2.5251, 3.9682, 2.6099], [0.3447, -0.4207, 4.6498], [1.6213, -0.5610, -0.3388], [-1.9196, 2.1329, 1.3046], [3.2390, 2.1950, 1.2003], [-5.1640, -0.8836, 0.0810], [-1.1032, -0.1610, 4.4827], [4.5946, 1.4123, -1.3881], [2.3948, 0.4208, -0.8064], [-5.8688, 0.2647, -0.2591], [3.7555, 0.2516, -1.0424], [-0.5225, -3.5228, -4.3316], [-3.8932, 1.2000, -1.2606], [3.1510, 4.8310, 1.8181], [3.4460, -2.0616, -0.4766], [-0.6873, -1.2095, -3.7018], [-3.8219, -0.9908, -0.2416], [-0.9823, -1.6231, -2.3970], [-1.1358, -2.7420, 4.2450], [-0.7857, 2.4193, -2.7953], [-5.2363, 1.3029, -0.9249], [0.9691, -0.9485, 3.5686], [1.4068, -2.3721, 3.7247], [-0.4476, 3.0440, -3.9899], [-3.1948, 0.0507, -0.9166], [-0.2880, 0.8986, -5.0950], [4.6005, 2.6020, -0.7863], [-1.7737, -1.3936, 3.8500], [4.2733, -1.0255, -0.8961], [-0.8885, 1.0381, -2.7786], [3.8645, 3.0682, 0.4016], [-0.6250, 0.2571, -3.9105], [-0.8085, -3.9191, -3.0315], [-0.2092, 2.2844, -5.1282], [0.1037, -3.1594, 3.4266], [3.8552, 4.4267, 0.6949], [2.6120, 2.6895, 2.2598], [-1.0431, -2.9619, -2.0531], [2.1323, -1.7918, -0.1758], [-0.4598, -2.1783, -4.6709], [4.3721, 5.1429, 0.0712], [1.9204, 1.3791, -0.9689], [-3.2681, -1.8811, 0.0352], [-0.2339, -1.8945, -5.6906], [0.5154, -0.9733, 5.4766], [-2.8306, -1.3880, 4.1193], [1.7491, -2.5773, 4.7402], [3.8269, -3.0657, -0.3573], [-0.3458, -4.2722, -5.0918], [2.1187, 1.9724, 2.9064], [5.3231, -1.2108, -1.0857], [-0.9640, 2.9940, -1.8952], [-5.6605, -1.6920, 0.6012], [1.4550, -2.5477, 0.1953], [-0.1305, -3.0278, 2.3650], [-0.0785, 0.3293, -5.9914], [-0.8924, -2.7506, 5.3138], [0.3033, -4.2204, 3.5803], [-1.4974, 0.0411, 5.4764], [2.1956, -2.6309, 3.0211], [0.0522, 2.7790, -6.0546], [3.0889, 5.8782, 2.0914], [5.2618, 3.3537, -1.2038], [-3.4018, 2.0107, -1.7835], [-1.2620, 0.7228, 3.8737], [-6.9159, 0.3492, -0.0006], [-0.8531, -4.9712, -2.7838], [-1.2717, -3.2613, -1.0371], [-1.7442, -1.2964, 2.7610], [-1.8846, -3.5242, 4.1141], [5.2796, 1.2732, -2.2177], [-0.3680, 4.1220, -4.0331], [-5.7862, 2.1975, -1.1845]],
  "forces_ev_per_a": [[0.3, -0.5, 0.4], [-0.1, 0.3, -0.3], [0.2, -0.1, 0.0], [0.1, -0.3, 0.0], [-0.1, -0.1, 0.0], [-0.1, 0.2, -0.1], [0.0, 0.0, 0.1], [0.0, 0.0, -0.1], [-0.1, 0.2, 0.2], [-0.2, 0.4, -0.1], [0.0, -0.1, 0.0], [0.0, 0.0, 0.0], [0.0, 0.0, 0.0], [0.0, 0.0, -0.1], [0.2, -0.1, 0.0], [0.0, 0.0, 0.0], [-0.2, 0.0, 0.1], [0.0, 0.0, 0.0], [0.0, 0.0, 0.0], [0.0, 0.0, 0.0], [0.1, 0.0, 0.0], [0.0, -0.1, 0.0], [0.0, 0.0, 0.0], [-0.1, 0.0, -0.1], [0.0, 0.0, 0.0], [0.0, 0.0, 0.0], [0.0, 0.0, 0.0], [0.1, 0.0, 0.0], [0.1, 0.0, 0.0], [0.0, 0.0, 0.0], [0.0, 0.0, -0.1], [0.0, 0.0, 0.0], [0.1, 0.0, -0.1], [0.0, 0.0, 0.0], [0.0, 0.0, 0.0], [0.1, 0.0, 0.0], [-0.1, 0.1, 0.1], [0.0, 0.1, 0.0], [0.0, 0.0, 0.0], [0.0, 0.0, 0.0], [0.0, 0.0, 0.0], [0.0, 0.0, 0.0], [0.0, 0.0, -0.1], [0.0, 0.0, 0.0], [-0.1, 0.0, 0.0], [0.0, 0.0, 0.0], [0.0, 0.0, 0.0], [0.0, 0.0, 0.1], [0.0, 0.0, 0.0], [0.0, 0.0, 0.0], [0.0, 0.0, 0.0], [0.0, 0.0, 0.0], [0.0, 0.0, 0.0], [0.0, 0.0, 0.0], [0.0, 0.0, 0.0], [0.0, 0.0, 0.0], [0.0, 0.0, 0.0], [0.0, 0.0, 0.0], [0.0, 0.0, 0.0], [0.0, 0.0, 0.0], [0.0, 0.0, 0.0], [0.0, 0.0, 0.0], [0.0, 0.0, 0.0], [0.0, 0.0, 0.0], [0.0, 0.0, 0.0], [0.0, 0.0, 0.0], [0.0, 0.0, 0.0], [0.0, 0.0, 0.0], [0.0, 0.0, 0.0], [0.0, 0.0, 0.0], [0.0, 0.0, 0.0], [0.0, 0.0, 0.0], [0.0, 0.0, 0.0], [0.0, 0.0, 0.0], [0.0, 0.0, 0.0], [0.0, 0.0, 0.0], [0.0, 0.0, 0.0], [0.0, 0.0, 0.0], [0.0, 0.0, 0.0]],
  "mulliken_charge": [1.83, 0.50, -0.65, -0.88, -0.58, -0.53, -0.56, -0.15, 0.54, 1.06, -0.31, -0.79, -0.88, -1.13, -0.07, -0.52, 0.17, -0.78, -0.10, -0.21, -1.05, 0.57, -0.36, 0.21, -1.18, -0.10, -0.73, -0.07, -0.97, -0.90, 0.55, -0.77, -0.61, 0.44, -0.33, -0.24, 1.04, 0.50, -0.81, -0.74, 0.03, -0.75, -0.35, -0.42, -0.21, -0.68, 0.39, 0.89, 0.29, 0.41, 0.43, 0.53, 0.40, 0.47, 0.41, 0.61, 0.52, 0.55, 0.42, 0.57, -0.10, 0.41, 0.31, 0.44, 0.51, 0.36, 0.42, 0.44, 0.35, 0.34, 0.11, 0.40, 0.45, 0.42, -0.48, 0.46, 0.44, 0.46, 0.42],
  "e_above_lowest_kj_mol": 4.9,
  "e_homo_ha": -0.413,
  "charge": 1,
  "energy_ha": -4283.07784
}

charge of number 2 (C35H33AsN5O4Pt)? +1